[1]
Molecular formula: C20H21F18FeN10O12S6
Method: DFT, the ωB97M-V functional and the def2-TZVPD basis

```
88
Properties=species:S:1:pos:R:3:lowdin_charge:R:1
Fe -14.4531 -16.5606 -2.9225 1.07
C -17.1242 -14.2988 -0.7197 -0.64
F -17.7395 -15.4102 -0.6101 0.20
F -17.9814 -13.3101 -0.6015 0.19
F -16.2142 -14.0827 0.2537 0.11
S -16.1481 -14.2896 -2.4400 0.78
O -16.3638 -15.5356 -3.2116 -0.35
O -16.3660 -13.0507 -3.1505 -0.23
N -14.5413 -14.8092 -2.1083 -0.39
S -13.9761 -13.3549 -1.8091 0.63
O -13.4322 -12.7316 -3.0422 -0.28
O -14.7351 -12.4550 -0.9285 -0.27
C -12.4116 -13.6511 -0.7424 -0.54
F -11.4160 -14.0490 -1.5757 0.10
F -12.0362 -12.4965 -0.1354 0.13
F -12.6325 -14.7003 0.1155 0.08
C -15.5247 -14.1899 -6.2109 -0.58
F -16.8020 -14.1640 -5.7924 0.13
F -15.5326 -13.7543 -7.4991 0.15
F -14.8175 -13.3424 -5.4459 0.09
S -14.7581 -15.9629 -6.0824 0.77
O -15.8649 -16.8678 -5.7372 -0.31
O -14.1110 -16.2277 -7.3583 -0.24
N -13.7231 -15.9236 -4.6043 -0.35
S -12.3731 -15.2515 -5.2264 0.63
O -12.5603 -14.3819 -6.3886 -0.26
O -11.6356 -14.6509 -4.1720 -0.27
C -11.3706 -16.7688 -5.8898 -0.66
F -10.3806 -16.2566 -6.5720 0.18
F -10.9059 -17.4518 -4.8920 0.18
F -12.0637 -17.5685 -6.7500 0.12
C -16.0079 -19.9930 -0.5464 -0.65
F -16.6593 -19.4256 0.4620 0.13
F -14.6920 -19.9015 -0.3693 0.15
F -16.4455 -21.2121 -0.6947 0.19
S -16.6573 -19.0662 -2.1600 0.76
O -17.4242 -20.1098 -2.8113 -0.25
O -17.5701 -18.0526 -1.6410 -0.31
N -15.2571 -18.2934 -3.0532 -0.39
S -14.8312 -19.5720 -3.8935 0.64
O -13.6159 -19.1495 -4.6039 -0.31
O -14.5889 -20.7958 -3.0698 -0.28
C -16.1774 -20.0069 -5.2669 -0.60
F -15.6388 -19.7220 -6.4199 0.18
F -16.5567 -21.2934 -5.2846 0.16
F -17.3097 -19.2663 -5.0657 0.09
C -10.0820 -11.5888 -3.2594 -0.05
C -10.5841 -10.6374 -2.2740 -0.30
N -10.9627 -9.9454 -1.4677 0.14
H -9.1250 -11.9521 -2.8848 0.09
H -9.9492 -11.0166 -4.1776 0.09
H -10.7108 -12.4709 -3.3804 0.04
C -19.2902 -18.0694 1.1628 -0.06
C -18.4156 -17.6034 2.2576 -0.25
N -17.7409 -17.2315 3.1498 0.13
H -18.9913 -17.5900 0.2306 0.05
H -20.3272 -17.7685 1.3118 0.09
H -19.1544 -19.1470 1.0711 0.08
C -15.1661 -9.1613 -1.7195 -0.07
C -16.1497 -8.9646 -0.6796 -0.29
N -16.9118 -8.7892 0.1693 0.12
H -15.4157 -9.9888 -2.3837 0.07
H -14.2238 -9.3728 -1.2140 0.08
H -15.1773 -8.2622 -2.3357 0.09
C -11.3015 -14.4586 3.2483 -0.07
C -10.9416 -15.6999 3.9739 -0.27
N -10.6645 -16.6552 4.5891 0.12
H -10.4108 -14.0048 2.8139 0.09
H -11.6475 -13.6840 3.9327 0.08
H -12.1556 -14.6347 2.5943 0.04
C -17.1556 -11.0301 -5.5571 -0.07
C -17.6555 -11.2777 -6.9303 -0.27
N -17.9347 -11.4761 -8.0253 0.13
H -17.1554 -9.9733 -5.2902 0.08
H -16.1838 -11.4960 -5.3937 0.06
H -17.8819 -11.4363 -4.8532 0.08
C -14.3956 -16.8588 2.1169 -0.02
C -14.5743 -16.9020 0.6908 -0.18
N -14.7629 -16.9480 -0.4731 0.16
H -14.7964 -15.9450 2.5556 0.10
H -13.3192 -16.8390 2.2869 0.08
H -14.8408 -17.7562 2.5466 0.10
C -19.2810 -14.0260 2.4917 -0.06
C -20.1540 -14.5193 1.3850 -0.26
N -20.7702 -14.7710 0.4174 0.14
H -19.0920 -14.8350 3.1975 0.05
H -19.8298 -13.2514 3.0273 0.08
H -18.3515 -13.5266 2.2183 0.07
```

As for the HOMO energy (spin up / spin down): -0.4288 / -0.4288 Ha. The molar mass comes out at 1183.657 u. The multiplicity is 6. The value obtained for the frontier orbital gap (spin up / spin down) is 10.04 / 6.83 eV.

[2]
Molecular formula: C78H207N17O22
Method: DFT, the ωB97M-V functional and the def2-TZVPD basis

```
324
Properties=species:S:1:pos:R:3:lowdin_charge:R:1
C 1.3435 -14.5964 0.2606 -0.10
O 1.5956 -15.6601 -0.6209 -0.22
C 1.2881 -16.9457 -0.0842 -0.20
C 1.5666 -18.1318 -1.0209 -0.20
N 2.7550 -18.8821 -0.6273 -0.05
C 3.0433 -19.9546 -1.6108 -0.20
C 2.0406 -21.0950 -1.7126 -0.18
O 1.0396 -20.6283 -2.6546 -0.26
C 0.0102 -21.5925 -2.7608 -0.09
H 0.3071 -14.6475 0.5943 0.07
H 1.5126 -13.6582 -0.2679 0.08
H 2.0413 -14.7088 1.0904 0.09
H 0.2338 -16.9037 0.1892 0.10
H 1.7533 -17.0666 0.8941 0.11
H 1.7767 -17.7897 -2.0343 0.11
H 0.6276 -18.6796 -1.0997 0.09
H 3.4124 -18.1194 -0.7062 0.11
H 3.9440 -20.4085 -1.1976 0.11
H 3.2702 -19.5611 -2.6017 0.12
H 1.6309 -21.2600 -0.7161 0.11
H 2.5575 -22.0018 -2.0266 0.12
H -0.6954 -21.4521 -1.9419 0.09
H 0.4341 -22.5966 -2.7686 0.10
H -0.5091 -21.4020 -3.7000 0.06
C -12.5999 -11.4072 -3.5562 -0.09
O -12.2826 -11.7314 -4.8773 -0.22
C -12.4243 -10.6316 -5.7346 -0.24
C -11.9465 -10.8915 -7.1378 -0.22
N -10.4901 -10.9557 -7.1956 -0.03
C -10.0651 -11.5914 -8.4478 -0.21
C -8.6024 -11.9456 -8.5452 -0.20
O -8.2988 -12.8960 -7.5143 -0.23
C -7.0661 -13.5942 -7.7576 -0.07
H -12.1430 -12.1726 -2.9289 0.08
H -13.6820 -11.3441 -3.4414 0.10
H -12.1198 -10.4535 -3.3372 0.09
H -11.8585 -9.7680 -5.3852 0.13
H -13.4515 -10.3235 -5.9297 0.13
H -12.2151 -10.0038 -7.7105 0.12
H -12.4511 -11.7449 -7.5908 0.12
H -10.2923 -11.6227 -6.4634 0.05
H -10.3614 -11.0890 -9.3686 0.13
H -10.5881 -12.5478 -8.4486 0.09
H -7.9674 -11.0729 -8.3929 0.13
H -8.4725 -12.3884 -9.5328 0.11
H -6.7665 -14.3011 -6.9839 0.08
H -6.2881 -12.8409 -7.8817 0.09
H -7.1521 -14.2383 -8.6327 0.06
C -11.4488 -16.8172 -3.6876 -0.10
O -11.7076 -17.5781 -2.4856 -0.18
C -10.7440 -17.2031 -1.4806 -0.22
C -10.6729 -18.3055 -0.3776 -0.20
N -10.1893 -19.6137 -0.8451 -0.04
C -10.1911 -20.5578 0.2714 -0.21
C -9.6766 -21.9602 -0.1878 -0.20
O -10.6918 -22.4432 -1.1225 -0.19
C -10.0898 -23.3468 -2.0507 -0.11
H -12.1151 -17.1681 -4.4756 0.08
H -10.4754 -16.9741 -4.1522 0.07
H -11.6446 -15.7538 -3.5497 0.07
H -11.1356 -16.2959 -1.0204 0.11
H -9.7310 -16.9551 -1.7977 0.10
H -11.6908 -18.2358 0.0060 0.11
H -10.0456 -17.9534 0.4412 0.09
H -10.8438 -19.9212 -1.5502 0.10
H -11.1955 -20.8057 0.6148 0.11
H -9.5833 -20.1968 1.1010 0.12
H -9.4652 -22.5808 0.6830 0.11
H -8.6877 -21.7936 -0.6150 0.10
H -9.1921 -22.9601 -2.5330 0.06
H -10.8170 -23.6292 -2.8119 0.09
H -9.7435 -24.2107 -1.4834 0.08
C -7.7220 -17.9750 -6.3656 -0.12
O -7.0145 -19.1065 -6.7566 -0.21
C -7.4472 -19.7084 -8.0130 -0.15
C -6.3407 -20.6930 -8.4840 -0.20
N -5.0459 -20.0925 -8.5630 -0.05
C -4.0669 -21.1196 -9.0086 -0.16
C -2.6809 -20.4668 -9.2674 -0.25
O -2.7121 -19.6418 -10.3946 -0.19
C -1.4011 -19.1579 -10.6423 -0.09
H -7.3065 -17.5292 -5.4620 0.07
H -8.7655 -18.1843 -6.1304 0.08
H -7.7356 -17.2484 -7.1780 0.07
H -7.4709 -18.9290 -8.7746 0.09
H -8.4872 -20.0100 -7.8882 0.13
H -6.6100 -20.9505 -9.5083 0.12
H -6.4311 -21.5500 -7.8166 0.13
H -5.0211 -19.2949 -9.1822 0.08
H -4.2033 -21.6962 -9.9235 0.12
H -3.9801 -21.8507 -8.2049 0.10
H -1.9621 -21.2637 -9.4583 0.12
H -2.4224 -19.9359 -8.3512 0.09
H -1.4159 -18.4302 -11.4537 0.08
H -0.7581 -19.9801 -10.9561 0.09
H -0.9820 -18.7046 -9.7441 0.08
C -2.6249 -12.0930 -5.9818 -0.07
O -3.3732 -11.7406 -4.7877 -0.21
C -4.6455 -12.4012 -4.6812 -0.19
C -5.2694 -12.0528 -3.3257 -0.22
N -4.4166 -12.4714 -2.2740 -0.07
C -4.7211 -11.7785 -1.0335 -0.17
C -3.6244 -12.1905 0.0114 -0.17
O -2.3741 -11.4744 -0.1411 -0.15
C -1.3762 -12.2791 -0.7243 -0.13
H -3.2434 -11.8488 -6.8455 0.09
H -2.1994 -13.0952 -5.9301 0.06
H -1.8144 -11.3643 -5.9969 0.08
H -4.4697 -13.4755 -4.7361 0.10
H -5.2639 -12.1401 -5.5400 0.11
H -6.1574 -12.6752 -3.2147 0.09
H -5.5388 -10.9969 -3.3024 0.12
H -3.4823 -12.3252 -2.6287 0.09
H -5.7150 -12.0407 -0.6709 0.10
H -4.6604 -10.6987 -1.1693 0.12
H -3.6030 -13.2792 0.0603 0.10
H -3.9977 -11.8945 0.9918 0.11
H -1.3977 -12.1038 -1.7999 0.06
H -1.3546 -13.3623 -0.6042 0.07
H -0.3823 -11.9285 -0.4462 0.08
C 1.0450 -20.0416 -6.3348 -0.05
C 0.8495 -18.6108 -5.8401 -0.37
C 0.0711 -17.6554 -6.7545 -0.26
O 0.7317 -17.3010 -7.8826 -0.16
C 1.6766 -16.2699 -7.6624 -0.08
N 0.1351 -18.8705 -4.5679 0.05
H 0.1048 -20.2116 -6.8593 0.06
H 1.1915 -20.8269 -5.5932 0.07
H 1.8807 -20.0487 -7.0346 0.07
H 1.8017 -18.1267 -5.6232 0.12
H -0.2378 -16.7419 -6.2464 0.09
H -0.8921 -18.0996 -7.0057 0.11
H 2.5295 -16.6037 -7.0715 0.08
H 1.3666 -15.4068 -7.0733 0.08
H 1.9382 -15.9611 -8.6745 0.09
H -0.7832 -19.2532 -4.7418 0.01
H 0.5727 -19.4708 -3.8837 0.02
C -5.9887 -16.2073 -3.2381 -0.05
C -5.4522 -16.2781 -1.8275 -0.38
C -3.9491 -16.5710 -1.7047 -0.20
O -3.6559 -17.8531 -2.1632 -0.18
C -2.2732 -18.1491 -2.3047 -0.08
N -5.6938 -14.9674 -1.1901 0.08
H -7.0441 -15.9635 -3.3591 0.07
H -5.8247 -17.1885 -3.6838 0.06
H -5.4732 -15.4342 -3.8079 0.07
H -6.0584 -17.0163 -1.3025 0.13
H -3.7758 -16.5844 -0.6287 0.11
H -3.2702 -15.7998 -2.0687 0.12
H -2.0868 -19.0668 -2.8625 0.06
H -1.8094 -18.2997 -1.3298 0.07
H -1.6981 -17.3498 -2.7721 0.07
H -5.1999 -14.2722 -1.7313 0.03
H -6.6158 -14.5858 -1.3464 0.04
C -8.0438 -16.2700 1.8622 -0.02
C -6.5811 -16.4011 2.4635 -0.37
C -5.6520 -17.4822 1.8417 -0.16
O -6.2742 -18.7356 2.1194 -0.19
C -5.5391 -19.8581 1.7590 -0.11
N -5.9775 -15.1106 2.2174 0.04
H -8.5487 -17.2354 1.8250 0.05
H -7.9575 -15.9843 0.8138 0.06
H -8.5831 -15.4947 2.4063 0.07
H -6.5694 -16.5387 3.5447 0.13
H -4.6690 -17.3984 2.3053 0.10
H -5.5236 -17.2460 0.7854 0.10
H -4.5980 -19.8874 2.3083 0.07
H -5.3142 -19.8171 0.6932 0.09
H -6.1764 -20.6915 2.0544 0.09
H -5.9220 -14.9839 1.2170 0.04
H -5.0318 -15.1243 2.5718 0.04
C -1.6767 -19.8830 4.0751 -0.05
C -0.6074 -19.7123 3.0219 -0.44
C -1.2684 -19.8618 1.5886 -0.18
O -1.8752 -21.1115 1.3463 -0.22
C -1.0690 -22.2923 1.2856 -0.08
N -0.0051 -18.3961 3.1589 0.05
H -1.9848 -20.9225 3.9622 0.08
H -2.5439 -19.2782 3.8100 0.07
H -1.3161 -19.6848 5.0845 0.08
H 0.2054 -20.4202 3.1842 0.13
H -0.5663 -19.7281 0.7657 0.10
H -2.0656 -19.1221 1.5155 0.11
H -0.0203 -22.1186 1.0442 0.08
H -1.5125 -22.8251 0.4444 0.07
H -1.1236 -22.7560 2.2705 0.09
H 0.9839 -18.5599 3.0356 0.07
H 0.0138 -18.3559 4.1679 0.06
C -8.6961 -11.5085 -4.0706 -0.05
C -9.0079 -12.9676 -3.9767 -0.41
C -9.3936 -13.4064 -2.5236 -0.18
O -8.2812 -13.2061 -1.6965 -0.22
C -8.5683 -13.2760 -0.3130 -0.08
N -10.0071 -13.4096 -4.9490 0.08
H -9.6309 -10.9496 -4.0278 0.08
H -8.1852 -11.3027 -5.0111 0.08
H -7.9583 -11.1927 -3.3330 0.07
H -8.0910 -13.5112 -4.2045 0.12
H -9.5704 -14.4819 -2.5360 0.10
H -10.3087 -12.9359 -2.1642 0.11
H -7.5987 -13.3937 0.1710 0.06
H -9.2708 -14.0736 -0.0711 0.09
H -8.8620 -12.2856 0.0348 0.09
H -10.7827 -12.7628 -4.9603 0.02
H -9.5057 -13.3054 -5.8196 0.03
C -4.5716 -26.1863 -4.5344 -0.05
C -4.3426 -26.5893 -3.0391 -0.39
C -4.6878 -25.4746 -2.0728 -0.23
O -3.8010 -24.3824 -2.1646 -0.18
C -4.0761 -23.3584 -1.2232 -0.10
N -5.1964 -27.7639 -2.6917 0.03
H -4.5375 -27.1205 -5.0950 0.07
H -3.7969 -25.4806 -4.8342 0.05
H -5.5116 -25.6944 -4.7843 0.08
H -3.2996 -26.8370 -2.8419 0.14
H -4.7318 -25.8542 -1.0519 0.12
H -5.6701 -25.0809 -2.3339 0.12
H -3.3498 -22.5593 -1.3717 0.07
H -3.8799 -23.6676 -0.1965 0.08
H -5.0801 -22.9342 -1.2344 0.09
H -6.0806 -27.7075 -3.1767 0.06
H -4.7365 -28.5660 -3.0982 0.06
C -1.1131 -14.4492 -3.5888 -0.05
C 0.3325 -14.1597 -4.1167 -0.38
C 0.9972 -12.8891 -3.5382 -0.12
O 0.3123 -11.6433 -4.0432 -0.22
C 0.6833 -10.4006 -3.4391 -0.11
N 1.1342 -15.3479 -3.8301 0.06
H -1.1954 -14.6902 -2.5289 0.06
H -1.5059 -15.3096 -4.1306 0.05
H -1.8341 -13.6482 -3.7522 0.05
H 0.2809 -14.0945 -5.2035 0.12
H 2.0758 -12.9076 -3.6942 0.12
H 0.8471 -12.7932 -2.4628 0.09
H -0.0031 -10.1979 -2.6170 0.08
H 0.5714 -9.6564 -4.2277 0.08
H 1.7211 -10.3652 -3.1077 0.08
H 1.1602 -15.5775 -2.8468 0.04
H 0.7113 -16.1474 -4.2795 0.03
C -4.3526 -12.4727 4.5890 -0.08
C -4.1566 -13.8011 5.2597 -0.44
C -3.0067 -14.6053 4.5911 -0.17
O -3.3536 -14.7032 3.2195 -0.25
C -2.4957 -15.4768 2.3982 -0.09
N -3.8196 -13.5356 6.6447 0.03
H -4.7251 -12.6938 3.5888 0.05
H -3.4545 -11.8676 4.4650 0.09
H -5.0769 -11.8249 5.0828 0.07
H -5.0858 -14.3690 5.2130 0.12
H -2.9068 -15.5906 5.0464 0.12
H -2.0024 -14.2010 4.7180 0.13
H -2.8287 -16.5059 2.5330 0.06
H -1.4184 -15.4717 2.5639 0.08
H -2.7067 -15.1859 1.3691 0.07
H -4.6146 -13.1185 7.1075 0.07
H -3.9718 -14.4307 7.0873 0.06
C -3.1871 -22.6526 -5.1204 -0.05
C -3.6080 -21.1881 -5.2844 -0.39
C -4.3753 -20.7314 -4.0102 -0.15
O -5.6157 -21.4799 -3.8611 -0.19
C -6.5945 -20.8233 -3.0240 -0.08
N -2.3913 -20.3627 -5.5458 0.06
H -3.8969 -23.3129 -4.6222 0.05
H -2.4686 -22.5899 -4.3031 0.06
H -2.7266 -23.1407 -5.9793 0.08
H -4.2708 -21.1205 -6.1472 0.10
H -4.5601 -19.6574 -3.9838 0.10
H -3.7264 -20.9790 -3.1702 0.11
H -6.1846 -20.4486 -2.0861 0.08
H -7.3889 -21.4893 -2.6870 0.05
H -7.0659 -19.9964 -3.5552 0.08
H -2.0542 -20.7838 -6.3997 0.05
H -2.7689 -19.4550 -5.7776 0.02
C -8.9378 -11.5984 4.7600 -0.06
C -8.3004 -12.5338 3.7167 -0.41
C -7.4262 -11.7116 2.6995 -0.15
O -8.2442 -10.7598 1.9248 -0.22
C -7.5462 -9.7794 1.1595 -0.10
N -7.4830 -13.5476 4.3581 0.05
H -9.3904 -12.1622 5.5756 0.07
H -9.7804 -11.1047 4.2758 0.07
H -8.2006 -10.8643 5.0852 0.08
H -9.1084 -12.9744 3.1329 0.12
H -6.9006 -12.3156 1.9598 0.09
H -6.5899 -11.2099 3.1863 0.10
H -6.8357 -9.1642 1.7116 0.09
H -8.3090 -9.0945 0.7890 0.09
H -7.0733 -10.2143 0.2790 0.07
H -7.9674 -14.1951 4.9631 0.08
H -7.0036 -14.1340 3.6899 0.01
C -3.2370 -15.8061 -6.5768 -0.03
C -4.1116 -16.8926 -7.2506 -0.39
C -3.8819 -17.0958 -8.7793 -0.18
O -3.8191 -15.8318 -9.4395 -0.17
C -3.4652 -16.0207 -10.8225 -0.09
N -4.0912 -18.1347 -6.4962 0.08
H -2.1786 -16.0650 -6.6066 0.06
H -3.5076 -15.7513 -5.5224 0.06
H -3.4914 -14.8504 -7.0351 0.07
H -5.0722 -16.3775 -7.2545 0.11
H -4.6267 -17.7379 -9.2497 0.09
H -2.9443 -17.6506 -8.8139 0.11
H -2.4447 -16.2913 -11.0936 0.07
H -3.6974 -15.0826 -11.3264 0.09
H -4.0549 -16.8465 -11.2206 0.07
H -4.7137 -18.8095 -6.9171 0.04
H -4.4138 -17.8763 -5.5746 0.07
C -7.1558 -16.3690 -10.5523 -0.05
C -8.6285 -16.4567 -11.0230 -0.44
C -9.6593 -15.6028 -10.1936 -0.17
O -9.3890 -15.9339 -8.8314 -0.22
C -10.4879 -15.6719 -7.9423 -0.09
N -8.6302 -16.1446 -12.4025 0.03
H -6.8654 -15.3259 -10.4268 0.08
H -6.5395 -16.9420 -11.2450 0.08
H -7.0225 -16.9239 -9.6236 0.05
H -8.9702 -17.4783 -10.8563 0.13
H -10.6544 -15.9704 -10.4441 0.12
H -9.5582 -14.5351 -10.3884 0.11
H -11.0383 -14.7544 -8.1504 0.07
H -10.1352 -15.6331 -6.9116 0.07
H -11.2422 -16.4569 -7.9954 0.08
H -8.0305 -15.3351 -12.4748 0.07
H -9.5314 -15.8261 -12.7288 0.07
```

As for the HOMO energy: -0.2925 Ha. The molar mass comes out at 1735.611 u. The multiplicity is 1. The value obtained for the frontier orbital gap is 8.58 eV.